Entry 1:
DFT (ωB97M-V/def2-TZVPD) results for a molecular structure, C5H8N2 in a non-equilibrium geometry.

```
15
Properties=species:S:1:pos:R:3:forces:R:3
C 0.96579 0.48478 -1.05137 -1.009 0.148 -0.821
C -0.61190 -0.11294 -0.70251 1.097 0.239 0.026
C -0.17561 -1.45071 -0.11803 0.371 -0.321 0.196
N 0.42971 -0.59075 0.92218 0.110 -0.521 1.245
C -0.71370 0.31553 0.76839 0.214 0.096 0.337
C -0.57733 1.75713 1.01723 0.355 0.974 0.375
N -0.48377 2.90189 1.15699 -0.163 -1.125 -0.065
H 1.83064 -0.16559 -0.77140 -1.343 -0.012 -0.433
H 1.03362 0.65755 -2.10834 -0.041 0.417 -0.651
H 1.21189 1.40763 -0.49442 -0.645 -0.259 -0.527
H -1.56719 -0.08065 -1.29369 1.499 0.456 -0.140
H 0.46595 -2.03260 -0.78603 0.229 -0.003 0.450
H -0.95291 -2.09419 0.31830 -0.159 0.163 -0.334
H 0.72387 -0.93242 1.81104 -0.350 -0.430 0.751
H -1.57907 -0.06467 1.33166 -0.167 0.179 -0.410
```
Forces are in eV/Å.

Total charge   0
Total energy   -8291.799 eV
Highest occupied orbital energy   -9.49 eV
Spin multiplicity   1
ΔE to the lowest compared entry with this formula, charge and spin   73.7 kcal/mol



Entry 2:
DFT (ωB97M-V/def2-TZVPD) results for a gas-phase ion, C4H6NS (charge +1) in a non-equilibrium geometry.

```
12
Properties=species:S:1:pos:R:3:forces:R:3
C -0.04086 -1.22096 0.07835 1.404 1.416 -0.808
C 1.34441 -1.19576 0.23173 -2.636 -0.732 0.007
C -1.79081 0.47576 -0.50320 -1.032 0.899 -0.004
C 1.03093 1.23587 0.34320 -0.837 1.510 -3.812
N -0.68586 -0.07260 -0.33995 2.220 1.159 0.865
S 2.19791 0.22788 -0.25193 0.653 -0.309 -0.348
H -0.58314 -2.12188 -0.00461 -0.316 -1.190 0.200
H 1.77747 -2.15180 0.48175 0.671 0.190 -0.042
H -1.91546 1.49584 -0.84419 1.059 0.350 -0.560
H -2.79144 0.19402 -0.29956 -0.789 -1.728 0.719
H 0.68680 2.20373 -0.16636 1.052 -1.408 1.128
H 0.77005 0.92990 1.27476 -1.449 -0.156 2.656
```
Forces are in eV/Å.

Total charge   +1
Total energy   -16559.778 eV
Highest occupied orbital energy (alpha / beta)   -14.33 / -14.33 eV
Spin multiplicity   1
ΔE to the lowest compared entry with this formula, charge and spin   64.4 kcal/mol



Entry 3:
DFT (ωB97M-V/def2-TZVPD) results for a molecular structure, C2H5NO in a non-equilibrium geometry.

```
9
Properties=species:S:1:pos:R:3:forces:R:3
C 0.68204 0.11560 1.02339 -5.960 1.072 -0.430
C -0.63763 -0.90193 0.00186 0.625 1.090 0.034
N 0.94545 1.25549 0.37756 -2.271 -1.084 -5.781
O 1.23066 -0.39344 1.96400 2.885 -2.855 2.557
H -0.90187 -1.86158 0.40907 0.296 -0.133 0.404
H -1.49516 -0.21381 -0.07935 0.599 -0.119 0.697
H -0.17060 -0.93760 -0.95658 0.621 -0.401 -0.728
H 0.44095 1.34145 -0.54470 1.068 0.197 1.827
H 1.46015 2.00300 0.63366 2.136 2.233 1.419
```
Forces are in eV/Å.

Total charge   0
Total energy   -5686.397 eV
Highest occupied orbital energy (alpha / beta)   -4.03 / -10.29 eV
Spin multiplicity   3
ΔE to the lowest compared entry with this formula, charge and spin   29.7 kcal/mol
Expectation value of S²   2.015



Entry 4:
DFT (ωB97M-V/def2-TZVPD) results for 3 unconnected molecules or ions with the total composition C18H12O12 in a non-equilibrium geometry.

```
42
Properties=species:S:1:pos:R:3:forces:R:3
O 2.29181 -0.66905 -1.32548 -0.069 -0.043 1.759
C 2.13681 -1.16005 -0.18248 1.181 2.389 -2.156
C 2.58481 -0.54105 1.03552 -0.924 -2.163 5.987
C 2.25281 -1.18005 2.41352 3.657 6.389 -3.004
O 2.65881 -0.54905 3.62252 -2.081 -3.862 -2.035
C 1.62681 -2.48005 2.55052 -0.053 -0.088 -2.693
O 1.45181 -3.06705 3.55652 -0.273 -0.898 3.095
C 1.26281 -3.06505 1.29652 0.380 1.767 -8.751
C 1.50481 -2.41405 -0.11848 -3.447 -5.627 3.511
O 1.02681 -2.96105 -1.37248 1.180 1.872 2.987
H 3.22481 0.34195 0.97452 -0.420 -0.207 0.170
H 3.03681 0.28295 3.47552 0.887 1.948 -0.766
H 0.79781 -4.01505 1.15152 -0.316 -0.485 0.733
H 0.99081 -2.18505 -2.01848 0.520 -1.092 1.163
O 0.58381 6.08495 2.23752 0.133 -1.457 1.056
C 0.45881 4.88395 1.92752 -0.532 4.164 -0.833
C 0.68981 4.52795 0.59352 -1.286 -7.381 -2.403
C 0.44981 3.12095 0.10552 3.634 5.981 0.012
O 1.18181 2.65395 -0.91948 -10.019 -9.431 4.901
C -0.18019 2.15195 0.94252 -1.128 -4.492 -2.029
O -0.51819 0.97895 0.52252 1.166 3.572 1.227
C -0.21719 2.54295 2.25752 -0.943 4.344 5.118
C -0.07119 3.90495 2.84652 0.097 -6.645 -3.227
O -0.26819 4.15395 4.09252 -0.874 -1.899 0.219
H 1.29381 5.06995 -0.04748 0.869 1.557 -0.881
H 1.69981 3.21695 -1.18548 8.726 9.552 -4.705
H -0.60419 1.82295 2.92252 -0.416 -0.806 0.805
H 0.07481 5.00195 4.23652 0.732 2.751 0.764
O -2.49419 -3.62805 -0.65348 -0.672 -1.199 -0.226
C -2.41519 -2.85705 -1.60648 -0.703 -1.586 2.441
C -1.56219 -1.79205 -1.48148 2.694 6.896 -2.416
C -1.47519 -0.73405 -2.46248 2.834 -0.092 4.942
O -0.68519 0.45195 -2.25848 -1.318 -2.897 -0.267
C -2.10419 -0.84205 -3.77248 -1.651 -1.497 -0.225
O -1.87119 -0.08805 -4.66948 0.660 1.405 -1.197
C -3.02219 -1.95505 -3.96548 -0.651 -4.493 6.513
C -3.27319 -3.01605 -2.74348 1.693 5.822 -8.232
O -3.97619 -4.06505 -2.98848 -0.687 -2.328 2.878
H -0.99319 -1.59705 -0.55348 -0.724 -0.539 -0.514
H -0.13219 0.44195 -1.42148 -1.254 -0.294 -0.861
H -3.46719 -2.14005 -4.90048 -0.554 -0.111 -0.864
H -3.95019 -4.63405 -2.11448 -0.047 1.205 -1.995
```
Forces are in eV/Å.

Structure (SMILES)   O=C1C=C(O)C(=O)C=C1O.O=C1C=C(O)C(=O)C=C1O.O=C1C=C(O)C(=O)C=C1O
Total charge   0
Total energy   -43419.114 eV
Highest occupied orbital energy   -8.44 eV
Spin multiplicity   1



Entry 5:
DFT (ωB97M-V/def2-TZVPD) results for a single C6H10O molecule in a non-equilibrium geometry.

```
17
Properties=species:S:1:pos:R:3:forces:R:3
C 1.17797 0.05982 1.81394 0.106 0.036 0.002
C 0.03089 -0.77377 1.39202 0.617 -0.595 1.177
C -1.08676 -0.21968 0.75875 -0.071 0.397 -1.613
C -0.33714 -0.30443 -0.76493 -0.767 0.041 0.045
C 0.67119 0.54430 -1.30944 0.439 0.139 0.162
C -1.02819 0.33650 -2.01397 -0.443 0.002 0.255
O -1.39127 -0.36182 -2.95195 0.223 0.105 -0.098
H 1.49496 -0.20121 2.83140 0.052 0.035 -0.171
H 0.92910 1.12491 1.79399 0.030 -0.132 0.026
H 2.04936 -0.09355 1.15038 -0.148 0.040 0.081
H 0.16889 -1.85330 1.36661 -0.078 0.172 0.095
H -1.97740 -0.83827 0.65574 0.100 0.107 0.054
H -1.31092 0.82540 0.97723 0.028 -0.140 -0.048
H -0.22391 -1.35683 -1.00864 0.119 0.075 0.094
H 1.60903 0.13245 -1.67547 -0.243 0.066 -0.144
H 0.63274 1.62045 -1.17374 0.025 -0.168 0.097
H -1.40855 1.35904 -1.84192 0.010 -0.179 -0.014
```
Forces are in eV/Å.

Total charge   0
Total energy   -8426.873 eV
Highest occupied orbital energy (alpha / beta)   -7.78 / -7.40 eV
Spin multiplicity   1
ΔE to the lowest compared entry with this formula, charge and spin   100.7 kcal/mol



Entry 6:
DFT (ωB97M-V/def2-TZVPD) results for a molecular structure, C2H12BeF6NO10S2 in a non-equilibrium geometry.

```
34
Properties=species:S:1:pos:R:3:forces:R:3
Be 7.58322 -0.62860 22.70156 -0.754 0.652 -0.436
C 5.60849 3.09219 23.00884 1.179 -0.135 0.074
F 4.70300 3.64395 22.28817 -0.780 0.755 -0.977
F 5.90681 3.87032 24.04864 0.507 0.038 -0.402
F 5.12601 1.96695 23.50693 0.152 -0.786 0.080
S 7.22421 2.76516 21.91652 0.947 1.039 1.066
O 7.39259 3.94569 21.07287 -0.807 -2.574 0.774
O 8.30725 2.57404 22.87822 -1.208 -0.927 -0.379
N 6.92040 1.13105 21.22279 1.025 1.641 3.046
S 6.59396 1.40946 19.68622 -3.062 0.246 -2.473
O 5.54998 2.46347 19.56817 2.362 -2.391 0.187
O 7.78658 1.43978 18.86944 -1.090 -0.331 0.491
C 5.53479 -0.29111 19.25996 -0.143 2.444 -0.057
F 4.82349 -0.69350 20.33453 0.360 0.103 -0.348
F 4.65667 -0.00809 18.27019 1.263 -0.514 1.008
F 6.36684 -1.25865 18.91567 -0.148 -0.327 -0.350
O 10.06941 -0.49831 23.58914 -0.831 -0.130 -0.379
H 10.71599 -1.00525 24.08024 0.141 -0.377 0.031
H 10.48760 0.35097 23.44747 -0.019 0.516 -0.138
O 7.65818 -2.41018 24.39859 0.114 0.648 -0.808
H 8.37378 -2.61179 25.00149 0.446 0.028 0.021
H 6.98779 -3.06476 24.59440 -0.515 -0.090 -0.159
O 8.82994 -1.27067 20.51397 -0.092 0.120 1.147
H 9.44390 -0.62578 20.16270 0.198 0.461 -0.061
H 8.58670 -1.80653 19.75904 -0.380 -0.265 -0.090
O 5.19825 -0.65590 23.55800 1.015 -0.453 -0.191
H 4.96132 -0.27046 24.40152 0.235 0.268 0.330
H 4.36361 -0.92434 23.17389 -0.134 -0.126 -0.513
O 7.66010 0.28407 25.07038 -0.440 -0.264 -0.802
H 7.63029 1.19108 25.37481 0.018 0.598 -0.256
H 8.07047 -0.19692 25.78905 0.130 -0.304 0.045
O 6.50176 -2.72758 21.43167 0.388 0.415 0.629
H 6.72692 -3.62441 21.67913 0.216 -0.262 0.169
H 5.85355 -2.82660 20.73435 -0.295 0.287 -0.277
```
Forces are in eV/Å.

Total charge   +1
Total energy   -62600.623 eV
Highest occupied orbital energy   -13.06 eV
Spin multiplicity   1
ΔE to the lowest compared entry with this formula, charge and spin   40.3 kcal/mol



Number 3 is which compound? C2H5NO



Which value of total charge does entry 5 give? 0



Look up the spin multiplicity of the fifth one. 1



total energy of number 3 (C2H5NO)? -5686.397 eV